{
  "formula": "C47H53Cl3N2O5SbSiY",
  "method": "ωB97M-V with the def2-TZVPD basis set",
  "e_lumo_ev": -0.762,
  "energy_ha": -4257.5262,
  "e_above_lowest_kcal_mol": 0.0,
  "multiplicity": 1,
  "homo_lumo_gap_ev": 7.162,
  "total_charge": 0,
  "species": ["Y", "O", "C", "O", "C", "C", "C", "C", "C", "O", "C", "C", "O", "O", "H", "H", "H", "H", "H", "H", "H", "H", "C", "C", "C", "C", "C", "C", "C", "N", "C", "C", "C", "C", "C", "C", "C", "N", "C", "C", "C", "C", "H", "H", "H", "H", "H", "H", "H", "H", "H", "H", "H", "H", "H", "H", "H", "H", "H", "H", "H", "H", "H", "H", "H", "H", "Cl", "Si", "Cl", "Cl", "C", "C", "C", "C", "C", "C", "C", "Sb", "C", "C", "C", "C", "C", "C", "C", "C", "C", "C", "C", "C", "C", "C", "H", "H", "H", "H", "H", "H", "H", "H", "H", "H", "H", "H", "H", "H", "H", "H", "H", "H", "H", "H", "H"],
  "xyz": [[-0.46946, 0.18000, 0.04611], [2.85990, -0.15278, -1.97241], [2.00552, -0.79363, -1.40690], [1.55055, -0.53132, -0.19572], [1.36847, -2.01055, -2.07813], [0.64973, -2.91448, -1.07322], [0.30930, -4.26794, -1.69613], [-0.86688, -3.89480, -2.63108], [-0.97074, -2.38965, -2.39707], [-0.65227, -2.27258, -0.98894], [0.20317, -1.64838, -3.06476], [-0.19390, -0.17569, -3.20422], [-0.34175, 0.32089, -4.29726], [-0.47046, 0.41632, -2.07075], [2.16245, -2.53014, -2.61328], [1.10226, -2.94626, -0.08568], [0.00086, -4.97737, -0.92932], [1.16228, -4.68997, -2.22594], [-1.78783, -4.39388, -2.32943], [-0.68000, -4.12639, -3.67850], [-1.95036, -1.95419, -2.58362], [0.39816, -2.02560, -4.06586], [-7.25164, -2.87739, -0.88717], [-6.23177, -2.53870, -1.98186], [-5.65184, -3.83821, -2.56197], [-6.95014, -1.77302, -3.09334], [-5.07458, -1.73892, -1.39696], [-4.57995, -0.58440, -1.99224], [-3.46162, 0.03528, -1.46117], [-2.84437, -0.40791, -0.36720], [-3.33810, -1.48508, 0.25430], [-4.42156, -2.18445, -0.24824], [-2.62673, -1.93051, 1.48510], [-3.25380, -2.71456, 2.44275], [-2.55791, -3.15420, 3.56213], [-1.22373, -2.76885, 3.65924], [-0.67687, -1.95568, 2.68911], [-1.35761, -1.52913, 1.62496], [-3.19370, -4.00499, 4.65355], [-4.64925, -4.35142, 4.34393], [-2.39775, -5.30914, 4.79794], [-3.14263, -3.22104, 5.97322], [-8.09452, -3.41194, -1.32724], [-7.63488, -1.97345, -0.41096], [-6.83018, -3.51905, -0.11303], [-6.45199, -4.44526, -2.98892], [-5.15280, -4.42711, -1.79024], [-4.92733, -3.62463, -3.34978], [-7.80302, -2.35762, -3.43931], [-6.30394, -1.60022, -3.95488], [-7.32316, -0.80948, -2.74194], [-5.02922, -0.16524, -2.87944], [-3.01855, 0.90123, -1.93832], [-4.73783, -3.09293, 0.24255], [-4.29616, -2.96242, 2.31539], [-0.60052, -3.07493, 4.48818], [0.35483, -1.63449, 2.75352], [-4.74307, -4.91584, 3.41380], [-5.27355, -3.45866, 4.27481], [-5.04902, -4.97088, 5.14726], [-2.40576, -5.87834, 3.86673], [-2.84254, -5.92700, 5.57958], [-1.35872, -5.12317, 5.07053], [-3.69620, -2.28418, 5.89301], [-2.11799, -2.98349, 6.26009], [-3.58769, -3.81471, 6.77340], [-1.31274, 1.77432, 2.08330], [-0.00546, 3.18572, 0.65872], [-0.25754, 4.98326, 1.70536], [-1.58866, 3.28200, -0.79008], [2.16181, 3.31069, 3.88653], [2.81417, 2.40284, 4.89428], [3.13573, 2.90040, 6.15488], [3.73147, 2.09781, 7.11514], [4.01932, 0.77504, 6.81834], [3.70972, 0.27228, 5.56247], [3.11008, 1.06653, 4.58912], [2.57196, 0.37735, 2.61635], [4.23797, 1.19141, 1.55950], [3.89904, 1.85751, 0.38351], [4.86273, 2.47305, -0.40126], [6.18753, 2.42590, -0.00490], [6.53645, 1.75596, 1.15931], [5.58211, 1.13055, 1.95577], [6.03746, 0.40993, 3.19561], [3.05594, -1.70262, 2.89882], [2.46465, -2.29417, 4.01931], [2.54046, -3.65666, 4.26255], [3.21094, -4.46600, 3.35756], [3.78832, -3.89733, 2.23417], [3.72327, -2.52559, 1.98014], [4.39672, -2.00172, 0.73858], [2.02199, 4.31381, 4.28715], [1.17782, 2.93550, 3.59715], [2.76181, 3.40156, 2.97618], [2.91153, 3.93579, 6.38335], [3.96978, 2.50472, 8.08956], [4.49103, 0.13670, 7.55465], [3.96376, -0.75716, 5.34165], [2.86883, 1.87260, 0.05254], [4.57486, 2.96392, -1.32127], [6.95552, 2.89696, -0.60539], [7.57811, 1.70735, 1.45625], [7.09517, 0.15583, 3.11890], [5.47879, -0.51243, 3.35784], [5.90246, 1.02622, 4.08598], [1.93316, -1.66890, 4.73269], [2.08588, -4.07974, 5.15026], [3.28324, -5.53342, 3.52311], [4.30668, -4.53121, 1.52342], [4.44898, -2.78024, -0.02365], [5.42169, -1.69203, 0.95923], [3.89263, -1.13921, 0.31143]],
  "forces_ev_per_a": [[0.0652, -0.3578, -0.2446], [0.0139, -0.0580, -0.0169], [-0.0500, 0.0369, 0.0771], [0.0326, 0.0343, -0.1085], [0.0117, 0.0096, -0.0265], [-0.0073, 0.0005, 0.0244], [0.0008, 0.0164, -0.0001], [-0.0031, -0.0157, -0.0058], [-0.0170, -0.0031, 0.0064], [0.0198, 0.0908, 0.0442], [0.0035, -0.0087, -0.0037], [-0.0332, 0.0249, 0.0576], [0.0240, -0.0207, -0.0092], [0.0465, 0.0017, 0.0099], [-0.0051, -0.0016, -0.0033], [-0.0098, -0.0240, -0.0091], [-0.0027, -0.0001, 0.0005], [0.0036, 0.0010, -0.0041], [-0.0022, 0.0010, 0.0047], [0.0047, -0.0018, -0.0011], [0.0069, -0.0013, -0.0041], [-0.0054, -0.0012, 0.0018], [-0.0123, 0.0041, 0.0153], [0.0205, -0.0090, -0.0036], [-0.0173, -0.0014, 0.0134], [0.0081, -0.0116, -0.0146], [-0.0039, 0.0145, -0.0621], [-0.0205, 0.0122, 0.0337], [0.0132, -0.0011, 0.0186], [0.0702, 0.0732, 0.0339], [0.0065, -0.1401, 0.0166], [-0.0030, 0.0891, 0.0126], [0.0606, 0.0438, 0.0215], [-0.0337, -0.0329, -0.0489], [0.0073, -0.0224, 0.0301], [0.0183, 0.0242, -0.0150], [0.0334, 0.0136, -0.0551], [-0.0991, 0.0808, -0.0336], [0.0148, 0.0275, -0.0008], [-0.0084, 0.0003, -0.0029], [0.0108, -0.0104, -0.0022], [-0.0003, -0.0073, 0.0005], [-0.0024, -0.0036, -0.0054], [0.0024, 0.0088, -0.0062], [0.0195, 0.0080, 0.0098], [-0.0033, -0.0047, -0.0001], [-0.0001, -0.0105, -0.0071], [0.0038, 0.0052, -0.0023], [-0.0050, -0.0008, -0.0012], [0.0170, 0.0046, 0.0054], [-0.0146, -0.0034, 0.0059], [0.0017, -0.0027, -0.0067], [-0.0049, -0.0008, -0.0096], [-0.0227, -0.0034, 0.0079], [-0.0024, -0.0033, -0.0029], [-0.0001, -0.0095, -0.0050], [-0.0187, -0.0064, 0.0394], [0.0067, -0.0069, 0.0005], [0.0009, 0.0048, -0.0004], [-0.0066, 0.0002, 0.0031], [-0.0046, -0.0006, -0.0054], [-0.0012, -0.0023, 0.0041], [0.0039, 0.0063, -0.0010], [-0.0031, 0.0021, -0.0030], [0.0027, -0.0026, 0.0027], [-0.0014, -0.0018, 0.0034], [0.0000, 0.1600, 0.1092], [-0.1327, 0.0566, 0.0959], [0.0199, -0.0931, -0.0597], [-0.0372, 0.0143, 0.0401], [0.0109, 0.0444, -0.0268], [-0.0028, 0.0275, -0.0081], [0.0042, -0.0213, 0.0044], [-0.0140, -0.0128, -0.0012], [-0.0017, 0.0141, -0.0081], [0.0170, -0.0211, -0.0179], [-0.0045, 0.0168, 0.0908], [-0.0283, 0.0373, 0.0307], [0.0899, 0.0444, -0.0517], [-0.0288, -0.0102, 0.0217], [0.0218, 0.0004, 0.0047], [-0.0114, 0.0001, -0.0016], [-0.0017, 0.0052, -0.0194], [-0.0147, -0.0340, 0.0282], [0.0293, -0.0006, -0.0006], [-0.0205, -0.1066, -0.0139], [-0.0204, 0.0368, 0.0465], [0.0156, -0.0139, -0.0230], [-0.0087, 0.0181, 0.0054], [-0.0224, -0.0098, 0.0025], [0.0053, 0.0078, -0.0449], [0.0419, 0.0255, 0.0313], [0.0033, -0.0017, 0.0042], [-0.0382, -0.0228, -0.0071], [0.0063, -0.0077, -0.0020], [-0.0003, 0.0056, -0.0015], [0.0045, 0.0050, 0.0044], [0.0043, -0.0031, 0.0057], [0.0143, 0.0154, -0.0068], [-0.0089, 0.0137, -0.0038], [-0.0005, 0.0016, -0.0031], [0.0024, 0.0005, -0.0042], [0.0041, -0.0014, 0.0032], [-0.0007, 0.0044, 0.0069], [-0.0224, -0.0270, -0.0119], [-0.0006, 0.0088, -0.0043], [-0.0071, -0.0168, -0.0164], [-0.0034, -0.0019, 0.0044], [0.0010, -0.0043, 0.0018], [0.0067, -0.0043, -0.0036], [0.0045, -0.0087, -0.0075], [0.0027, 0.0121, 0.0072], [-0.0083, 0.0001, 0.0263]],
  "mulliken_charge": [0.175, -0.688, -0.328, 1.432, 0.263, -0.469, -0.955, -0.951, -0.003, 0.151, 0.137, -0.074, -0.730, -0.180, 0.763, 0.466, 0.420, 0.385, 0.176, 0.411, 0.446, 0.463, -1.674, 2.005, -1.630, -2.185, 0.412, -0.681, -0.733, 0.180, 0.439, -0.743, -0.467, -0.981, 0.337, -0.979, -0.845, 0.732, 1.998, -2.181, -1.541, -1.571, 0.474, 0.387, 0.340, 0.464, 0.324, 0.345, 0.440, 0.386, 0.440, 0.493, 0.395, 0.736, 0.892, 0.586, 0.196, 0.412, 0.396, 0.444, 0.374, 0.452, 0.296, 0.388, 0.316, 0.440, -0.363, 0.163, -0.339, -0.277, -1.057, 0.321, -0.804, -0.767, -0.813, -0.250, 0.762, 0.222, 0.473, -0.262, -0.873, -0.679, -0.699, 0.974, -1.382, 0.860, -0.967, -0.919, -0.926, -0.597, 0.659, -1.063, 0.423, 0.051, 0.232, 0.400, 0.377, 0.448, 0.404, -0.083, 0.464, 0.386, 0.406, 0.490, 0.039, 0.340, 0.739, 0.534, 0.401, 0.447, 0.492, 0.352, -0.356]
}